This record from OMol25 describes a cluster of 5 separate species, C22H57N3O10 in total at a distorted geometry. The level of theory is ωB97M-V/def2-TZVPD.

XYZ file:
```
92
Properties=species:S:1:pos:R:3:forces:R:3
C -3.4517 -1.0991 2.0632 -0.9 -0.7 0.5
O -3.0146 0.1493 2.5185 0.3 1.2 -0.5
C -3.3202 1.1759 1.5828 0.8 0.8 -1.0
C -2.6811 2.5528 1.9096 -0.4 -1.9 1.2
N -1.2372 2.4209 1.9918 0.0 0.6 -1.8
C -0.4722 3.5841 2.4445 -0.2 -1.6 1.0
C 1.0408 3.2649 2.4826 0.3 0.6 1.2
O 1.4819 2.5857 3.7100 -1.9 0.7 -0.3
C 2.7900 2.0810 3.7144 0.1 0.2 -0.6
H -2.8698 -1.8909 2.5349 0.1 0.1 0.0
H -3.4708 -1.2690 0.9867 0.5 0.4 -0.3
H -4.4924 -1.2098 2.3680 -0.2 -0.3 0.1
H -4.3652 1.3619 1.3348 -0.6 -0.3 0.8
H -2.9435 0.8636 0.6088 0.4 -0.1 -0.3
H -3.0520 2.8193 2.8993 -0.4 0.5 0.2
H -3.1012 3.2314 1.1672 0.6 0.3 -0.1
H -1.0100 1.5395 2.4296 0.2 0.2 0.4
H -0.8696 3.8826 3.4145 0.5 0.0 0.7
H -0.6946 4.4876 1.8767 0.3 -0.3 -0.8
H 1.4686 4.2670 2.4490 0.7 0.0 0.1
H 1.4079 2.7169 1.6149 -0.3 -0.2 -0.2
H 2.8280 1.1924 3.0842 0.4 0.0 -0.3
H 3.1230 1.7606 4.7016 -0.6 0.2 0.2
H 3.4713 2.8746 3.4077 0.4 -0.2 -0.3
C -4.1153 6.2733 -0.3653 0.0 -1.4 -1.1
O -4.1053 5.4221 -1.5793 -0.3 1.0 1.2
C -2.8406 4.9212 -2.0178 -0.2 0.3 0.5
C -3.0459 3.8151 -3.0377 0.1 -1.6 0.2
N -2.8547 2.4393 -2.5102 -1.2 0.7 -0.4
C -3.3449 1.2900 -3.3151 0.9 1.6 0.6
C -2.6787 1.1673 -4.7062 0.2 -1.0 1.8
O -2.9265 -0.1835 -5.1371 0.3 1.2 -0.3
C -2.5111 -0.2998 -6.4795 -0.4 -0.6 0.0
H -3.8762 5.6672 0.5086 0.3 -0.1 0.1
H -5.1378 6.6187 -0.2124 0.0 0.0 -0.4
H -3.4459 7.1328 -0.4006 0.1 0.0 -0.3
H -2.2772 4.5465 -1.1632 0.2 -0.2 0.2
H -2.2614 5.7410 -2.4428 0.1 0.1 -0.1
H -2.3850 3.9469 -3.8944 0.1 0.4 -0.2
H -4.0720 3.8800 -3.3998 -0.1 0.2 -0.1
H -2.1812 2.3406 -1.7640 0.2 -0.4 -0.5
H -4.4202 1.4002 -3.4554 -0.2 -0.1 0.0
H -3.1534 0.4029 -2.7114 0.0 -0.1 -0.3
H -1.6065 1.3039 -4.5658 0.3 -0.1 0.0
H -2.9726 1.9751 -5.3765 -0.6 -0.3 -0.4
H -3.2494 0.2200 -7.0901 0.3 0.2 -0.5
H -2.5105 -1.3532 -6.7597 -0.1 0.0 0.1
H -1.4947 0.0654 -6.6265 0.0 0.3 -0.1
C 3.8026 -6.7105 0.5007 0.3 -0.5 -0.4
O 3.1340 -5.5103 0.4991 -1.2 1.2 0.4
C 1.7848 -5.6747 0.9388 -0.1 1.8 -0.5
C 1.1438 -4.2664 1.0838 0.9 -1.5 -2.3
N 1.6876 -3.5985 2.1906 -0.2 -0.1 0.9
C 1.1533 -2.2688 2.3340 0.6 0.1 0.1
C 1.4038 -1.7501 3.7257 1.4 0.7 -0.5
O 2.8399 -1.5272 3.9473 -1.7 -0.5 -0.5
C 3.0397 -1.2136 5.3041 -0.5 -0.1 -0.4
H 3.8123 -7.0904 1.5223 0.2 -0.6 0.0
H 4.8133 -6.5679 0.1181 0.1 0.1 0.2
H 3.3035 -7.3659 -0.2131 0.0 -0.7 0.2
H 1.7090 -6.1592 1.9123 0.3 -0.4 0.2
H 1.2195 -6.2511 0.2065 0.0 -0.2 -0.1
H 0.0615 -4.3749 1.0136 -0.6 0.0 0.5
H 1.3864 -3.6949 0.1879 0.2 0.0 -0.3
H 1.4946 -4.1944 2.9830 0.0 0.3 0.6
H 0.0924 -2.1763 2.1015 -0.6 -0.3 0.3
H 1.6068 -1.6732 1.5418 0.3 0.4 0.2
H 1.0193 -2.4618 4.4563 0.1 -0.2 0.2
H 0.8666 -0.8114 3.8610 0.0 0.3 0.2
H 2.5485 -0.2655 5.5232 0.3 0.4 0.2
H 4.1160 -1.2172 5.4762 -0.2 0.1 0.3
H 2.4945 -1.9416 5.9050 0.4 -0.3 0.4
O -0.3591 1.9692 -0.7045 0.2 -1.4 -1.3
C -0.0790 0.5540 -0.5280 0.3 0.5 1.2
C 1.2080 0.2190 -1.2168 1.2 0.1 -1.9
O 1.5091 -1.1668 -1.3523 -1.0 -0.1 1.2
H -0.5800 2.3685 0.1401 -0.3 -0.4 1.0
H 0.0509 0.3632 0.5373 0.1 0.0 0.3
H -0.8450 -0.1703 -0.8051 -0.5 0.5 -0.6
H 2.0611 0.7580 -0.8047 0.0 0.1 0.7
H 1.2127 0.5664 -2.2500 -0.7 0.6 -0.2
H 2.2349 -1.2069 -1.9794 0.1 0.0 -0.1
O 3.7869 -1.2766 -2.7604 -0.6 2.9 -1.6
C 4.4391 -2.3252 -2.2330 1.2 -3.8 0.8
C 3.6638 -3.6182 -2.5334 -0.3 0.3 0.3
O 3.4104 -3.8801 -3.9050 0.8 -0.2 -0.1
H 4.5473 -0.8152 -3.1215 -0.9 1.2 -0.4
H 5.4127 -2.3300 -2.7231 0.4 -0.7 0.2
H 4.5897 -2.2417 -1.1567 -0.1 0.0 0.2
H 2.6836 -3.5535 -2.0610 0.0 0.1 0.5
H 4.1808 -4.4672 -2.0862 0.0 0.0 -0.2
H 3.2403 -3.0571 -4.3692 -0.1 0.2 0.1
```
Forces are in eV/Å.

Calculated values
* frontier orbital gap: 8.28 eV
* LUMO level: 0.468 eV
* 2S+1: 1
* max |F|: 4.1 eV/A
* ΔE to the lowest compared entry with this formula, charge and spin: 135.8 kJ/mol

This record from OMol25 describes a structure of composition C22H57N4O7Ti at a distorted geometry. The level of theory is ωB97M-V/def2-TZVPD.

XYZ file:
```
91
Properties=species:S:1:pos:R:3:forces:R:3
Ti -0.3485 -0.0931 0.5955 0.1 0.6 -0.4
C -0.0998 3.2390 1.7583 -0.2 -0.9 0.7
C -0.8798 3.1802 0.4718 1.4 0.4 -1.3
O -0.8919 1.8758 -0.0091 -0.3 -0.9 -0.5
H 0.7988 2.5981 1.6409 -0.5 0.2 0.2
H -0.7252 2.8612 2.5912 0.6 0.0 -0.2
H 0.2498 4.2145 2.0169 0.1 0.9 0.2
H -0.2579 3.8265 -0.2667 -1.3 -0.5 0.7
H -1.9093 3.6178 0.5739 0.6 -0.2 -0.1
C -1.4088 3.1060 -5.2319 0.2 0.4 -0.1
C -0.8326 2.4821 -3.9685 1.6 1.4 1.4
C 0.4104 3.3751 -3.3291 -2.9 -1.2 -0.2
O 1.5777 3.2100 -4.0314 0.0 0.1 -0.6
C 2.5435 4.1719 -3.7029 0.9 -1.5 0.8
N -1.8990 2.3438 -2.9715 0.0 -0.7 -0.4
H -1.5378 4.1756 -5.0388 -0.7 0.0 0.1
H -2.3239 2.6262 -5.6473 0.5 0.3 0.7
H -0.6875 3.1372 -6.0321 0.5 -0.4 -0.3
H -0.2728 1.5756 -4.1957 -0.7 -0.6 0.0
H 0.5485 3.0779 -2.2845 -0.1 -0.2 0.2
H 0.0369 4.3865 -3.3046 0.1 0.9 -0.2
H 2.3145 5.1608 -3.9885 -0.5 1.2 -1.1
H 3.4114 3.7519 -4.2207 0.3 0.8 0.4
H 2.6884 4.2941 -2.6032 0.2 -0.7 -0.4
H -2.5699 3.1006 -3.0204 0.2 0.0 0.0
H -1.6232 2.1912 -1.9992 0.4 0.3 -0.1
C 2.1867 2.1550 4.7264 -0.5 0.4 0.9
C 2.3783 0.6809 4.4261 1.4 -0.6 1.0
C 3.5277 0.0303 5.3339 -1.3 0.9 -1.3
O 4.6433 0.9012 5.4144 -0.1 -0.1 0.8
C 5.7192 0.4936 4.6159 0.2 1.0 -0.9
N 1.1275 -0.0252 4.6477 0.9 0.3 1.4
H 3.1148 2.6906 4.6660 0.5 0.3 -0.2
H 1.8424 2.3215 5.8159 0.2 -0.4 -1.6
H 1.4807 2.5930 3.9886 0.2 -0.2 0.7
H 2.7036 0.5001 3.3878 -0.2 0.4 0.1
H 3.7921 -0.9165 4.8827 0.3 -0.4 -0.3
H 3.0896 -0.2392 6.2883 0.2 0.5 0.5
H 5.3810 0.3991 3.5867 -0.1 0.0 -0.5
H 6.0555 -0.5008 4.8897 0.6 0.0 0.4
H 6.5005 1.3122 4.5791 -0.7 -1.2 0.5
H 0.4797 0.6823 4.9577 -0.6 -0.3 -0.1
H 0.8588 -0.3633 3.7652 -1.0 -0.5 -1.4
C -2.9138 0.8749 2.0339 -0.4 0.3 -0.9
O -2.2894 -0.3973 1.7395 -0.4 0.5 0.0
C -2.3812 -1.4069 2.7517 0.5 0.1 -0.5
C -1.5363 -2.5927 2.2498 -1.1 -1.1 -0.4
N -0.3212 -2.1682 1.6100 1.9 0.2 -0.6
C 0.5304 -3.3506 1.2292 -2.3 1.3 -0.4
C 0.3766 -3.7088 -0.2119 -1.0 0.2 -1.7
O 1.1419 -4.8473 -0.5197 0.8 -1.1 -0.4
C 0.6990 -6.1951 -0.3631 -1.3 -0.1 1.6
H -2.8445 1.4999 1.0667 -0.5 -1.2 1.5
H -2.3179 1.4291 2.7471 0.2 -0.1 0.4
H -3.9389 0.7140 2.4645 0.7 0.2 -0.7
H -3.4198 -1.6515 2.9650 -0.2 -0.3 -0.4
H -2.0138 -1.0034 3.6775 0.6 0.2 0.5
H -2.1218 -3.1709 1.4355 0.6 0.7 1.4
H -1.2579 -3.3060 3.0709 -0.8 0.5 -0.4
H 0.2731 -1.4550 2.1785 -0.6 -0.8 -0.1
H 0.1439 -4.1750 1.7438 -0.1 -1.4 1.4
H 1.5538 -3.1868 1.4340 1.1 0.3 0.4
H 0.7728 -2.8451 -0.7689 0.2 -0.7 -0.1
H -0.6704 -3.8449 -0.6444 0.8 0.1 1.1
H -0.1765 -6.5218 -0.9474 0.3 0.7 -0.5
H 0.3784 -6.5228 0.6700 0.4 1.0 -0.4
H 1.5154 -6.8691 -0.5527 0.5 0.1 -0.5
C -3.8093 -2.8248 -4.4055 -0.5 2.2 0.7
O -3.2304 -2.7256 -3.1343 1.0 -0.1 0.6
C -3.6496 -1.6476 -2.2876 -1.5 -1.0 -0.5
C -2.7189 -1.5726 -1.0968 0.4 0.6 -0.2
N -1.5096 -0.7190 -1.3448 -3.0 0.7 1.2
C -0.7378 -1.1675 -2.4005 3.0 -1.3 -0.9
C 0.6086 -0.4313 -2.2762 -0.5 0.4 -1.5
O 1.3117 -0.6992 -1.0842 -0.3 0.0 0.6
C 2.6036 -0.0542 -0.9970 -0.2 -1.3 -0.6
H -4.8729 -2.6608 -4.2940 -0.6 -0.3 -0.4
H -3.5688 -3.7266 -4.8674 0.2 -1.9 -0.2
H -3.4279 -2.0841 -5.1076 0.1 0.6 0.1
H -4.7064 -1.9040 -1.9537 1.0 0.5 -0.2
H -3.6979 -0.7015 -2.8454 0.1 0.0 0.1
H -2.4652 -2.6342 -0.8235 0.1 1.2 0.0
H -3.1651 -1.0154 -0.2739 -0.6 -0.7 0.1
H -1.8546 0.2093 -1.6403 -0.1 -0.3 0.6
H -1.1127 -1.0970 -3.4328 -0.2 0.5 0.2
H -0.6371 -2.2330 -2.2449 0.5 -0.4 -0.2
H 0.3608 0.6397 -2.3163 0.2 0.0 0.1
H 1.2040 -0.6533 -3.1610 0.4 -0.1 0.0
H 2.4574 1.0102 -1.1031 0.3 0.4 -0.3
H 3.3048 -0.5254 -1.7500 -0.7 0.8 0.7
H 2.9378 -0.2821 0.0068 0.2 0.1 0.2
```
Forces are in eV/Å.

Calculated values
* frontier orbital gap (alpha / beta): 4.46 / 8.85 eV
* LUMO level (alpha / beta): 0.520 / 0.456 eV
* 2S+1: 4
* <S²>: 3.7529
* max |F|: 3.4 eV/A

E (computed, Eh): -1788.8375, -2467.3234